# C33H61BiN15O4S

A molecular structure, C33H61BiN15O4S (the ωB97M-V functional and the def2-TZVPD basis, the OMol25 dataset).

Each line ends with the Mulliken charge.
Geometry (Å):
Bi  0.01105  0.58965  -0.31150  3.434
C  0.86769  4.65712  0.89507  -1.609
N  0.68890  3.58786  1.88496  1.410
C  0.04711  4.01639  3.12062  -0.940
C  1.73337  2.65353  2.00546  -1.597
N  1.74349  1.64081  1.20050  0.744
C  2.97703  0.89094  0.96877  -0.880
C  2.79897  -0.58257  1.31105  -1.456
N  1.53239  -1.12169  0.78469  1.217
C  1.73467  -1.98498  -0.39410  -1.514
C  2.38569  -1.22414  -1.53247  -0.833
N  1.69734  0.04136  -1.81941  0.372
C  1.92671  0.55268  -3.02778  -0.432
N  1.07637  1.36299  -3.67379  0.933
C  -0.37031  1.25664  -3.66642  -1.207
C  1.56452  2.43109  -4.53798  -1.295
N  3.09057  0.27736  -3.68840  0.705
C  4.39091  0.31224  -3.05556  -1.133
C  3.07899  -0.00094  -5.11603  -1.245
C  0.76112  -1.82901  1.82564  -1.358
C  0.20839  -0.89710  2.89113  -0.521
N  -0.80062  0.00679  2.36207  1.008
C  -1.77284  0.34366  3.14711  -1.469
N  -1.73856  0.17618  4.51879  0.801
C  -2.90435  -0.25308  5.26663  -1.197
C  -0.61933  0.62204  5.32241  -0.856
N  -2.92574  0.90413  2.62461  1.188
C  -3.72288  1.83873  3.39772  -1.327
C  -3.62313  0.26918  1.51761  -1.474
N  2.69482  2.87599  2.96385  0.476
C  3.17989  1.83809  3.85289  -1.143
C  3.14613  4.21677  3.29921  -1.142
H  -0.10447  4.97509  0.51552  0.318
H  1.45371  4.29026  0.05651  0.579
H  1.35204  5.53822  1.32723  0.495
H  -0.81170  4.63409  2.85527  0.385
H  0.68370  4.60774  3.78416  0.272
H  -0.32153  3.14650  3.66456  0.116
H  3.82955  1.30349  1.50828  0.817
H  3.18288  0.98614  -0.09887  -0.235
H  2.80444  -0.72068  2.39067  0.617
H  3.64411  -1.15866  0.92421  0.544
H  0.75464  -2.35010  -0.70312  -0.283
H  2.36968  -2.84146  -0.13231  0.382
H  2.35868  -1.86242  -2.41678  0.902
H  3.43572  -1.05482  -1.27695  0.512
H  -0.73903  0.63859  -2.85320  0.063
H  -0.71658  0.78298  -4.58489  0.435
H  -0.80014  2.25536  -3.59465  0.555
H  2.63732  2.55056  -4.42063  0.372
H  1.07886  3.35856  -4.23346  0.360
H  1.33566  2.23045  -5.58770  0.341
H  4.31670  0.77379  -2.07273  0.247
H  5.06265  0.92538  -3.66133  0.440
H  4.83637  -0.68201  -2.95744  0.311
H  2.06403  -0.22817  -5.43254  0.280
H  3.69601  -0.88150  -5.30337  0.399
H  3.47597  0.83013  -5.70541  0.359
H  1.39910  -2.58400  2.30413  0.326
H  -0.06797  -2.32872  1.32627  0.019
H  1.03216  -0.32000  3.32328  -0.242
H  -0.18717  -1.51676  3.70310  0.804
H  -3.66639  -0.63024  4.58885  0.307
H  -3.33334  0.55054  5.87334  0.365
H  -2.61956  -1.06702  5.93721  0.371
H  0.18910  0.97155  4.68714  0.089
H  -0.23807  -0.18375  5.95542  0.240
H  -0.92497  1.44819  5.97421  0.337
H  -3.11825  2.28987  4.18169  0.377
H  -4.60596  1.38019  3.85343  0.409
H  -4.07040  2.63782  2.73832  0.317
H  -4.29030  -0.52903  1.85952  0.233
H  -2.91676  -0.15720  0.81309  0.500
H  -4.23817  1.01249  1.00525  0.458
H  2.73579  0.88350  3.59800  0.199
H  2.90581  2.07526  4.88576  0.372
H  4.26762  1.74398  3.80395  0.294
H  3.01624  4.88982  2.45804  0.263
H  4.21387  4.16890  3.51678  0.376
H  2.64848  4.63411  4.17860  0.354
N  -1.39662  -7.83563  -3.98217  -0.506
C  -1.35949  -6.47547  -3.79298  1.022
C  -2.32080  -5.64797  -4.38423  -0.879
C  -2.26437  -4.27803  -4.22161  -0.420
C  -1.24199  -3.71145  -3.47619  -0.273
C  -0.27961  -4.51854  -2.88589  -0.423
C  -0.33805  -5.88981  -3.03420  -0.890
S  -1.13319  -1.96129  -3.32004  1.606
O  0.21205  -1.59268  -3.72894  -0.762
O  -2.21333  -1.37370  -4.07082  -0.799
N  -1.20256  -1.61771  -1.72888  -0.106
C  -2.17664  -2.24003  -1.00060  -0.270
N  -1.91172  -2.34269  0.31811  0.167
C  -2.79288  -2.99195  1.06670  -0.073
C  -3.94791  -3.55238  0.55734  -1.071
C  -4.14936  -3.36062  -0.80389  -0.632
N  -3.30054  -2.70542  -1.57600  -0.453
H  -2.22488  -8.25200  -4.36542  0.201
H  -0.82874  -8.42668  -3.40420  0.198
H  -3.11450  -6.09098  -4.97371  0.307
H  -3.01380  -3.63243  -4.65824  0.545
H  0.52183  -4.07063  -2.31052  0.185
H  0.41453  -6.52023  -2.57586  0.323
H  -2.55629  -3.06436  2.12662  0.433
H  -4.64929  -4.09417  1.17367  0.433
H  -5.04019  -3.74155  -1.29383  0.478
N  -1.68785  2.56861  0.26801  -0.218
C  -1.73415  3.38335  -0.94144  -1.206
C  -0.33332  3.51494  -1.54030  0.661
O  -0.07689  4.45525  -2.26598  -0.690
O  0.51541  2.58454  -1.21996  -0.675
H  -2.59579  2.31597  0.62604  0.065
H  -1.14748  3.00881  1.00720  -0.073
H  -2.13603  4.38808  -0.79894  0.415
H  -2.36402  2.88315  -1.68262  0.366

LUMO energy: -1.86 eV
Kohn-Sham gap: 7.7 eV
charge: +1
M: 973.0 u
ΔE to the lowest compared entry with this formula, charge and spin: 0.463 eV
maximum force: 0.4 eV Å⁻¹
HOMO level: -9.536 eV
calculated total energy: -3028.97038 Ha